No. 1
Here is the molecule C7H12 in a non-equilibrium geometry from the OMol25 dataset. Energies are from the ωB97M-V functional and the def2-TZVPD basis.

The geometry in XYZ format:
```
19
Properties=species:S:1:pos:R:3:lowdin_charge:R:1
C 0.0134 2.4295 -0.7706 0.035
C -0.1321 1.1195 -1.0787 -0.158
C -0.3184 0.0343 -0.1284 -0.320
C -1.3309 -0.7816 -0.3710 -0.174
C -1.9040 -1.6515 0.6174 -0.150
C 0.8392 -0.1362 0.8516 -0.193
C 2.1832 -0.2766 0.1208 -0.087
H 0.2569 3.1585 -1.4882 0.033
H -0.0090 2.8863 0.1653 0.035
H -0.0024 0.7441 -2.0834 0.107
H -1.8838 -0.7538 -1.3477 0.128
H -1.3670 -2.6499 0.8083 0.102
H -3.0051 -1.8643 0.3660 0.091
H -2.1155 -1.0991 1.5858 0.094
H 0.7941 0.7984 1.5616 0.139
H 0.4402 -0.9949 1.4807 0.109
H 2.1062 -0.2945 -1.0059 0.094
H 2.6392 -1.2198 0.3456 0.059
H 2.7957 0.5516 0.3710 0.056
```

HOMO = -8.5 eV
LUMO = 1.1 eV
Net charge = 0



No. 2
Here is a 2-piece molecular cluster, C7H12 overall in a non-equilibrium geometry from the OMol25 dataset. Energies are from the ωB97M-V functional and the def2-TZVPD basis.

The geometry in XYZ format:
```
19
Properties=species:S:1:pos:R:3:lowdin_charge:R:1
C -2.1813 -1.1244 0.1650 0.057
C -0.9280 1.2682 -0.0921 -0.122
C -0.1201 0.5734 0.8836 -0.216
C 1.2414 0.3179 0.2022 -0.365
C 1.8306 -1.0704 0.4371 -0.072
C 0.9527 0.6550 -1.2329 -0.060
C -0.2539 1.2513 -1.3597 -0.103
H -1.4726 -0.9334 -0.6229 -0.014
H -2.4934 -0.3641 0.8643 -0.006
H -2.9351 -1.8908 -0.0469 0.000
H -1.7905 1.8830 0.1344 0.103
H -0.0769 1.0089 1.8865 0.124
H -0.6550 -0.4852 1.0194 0.088
H 1.9624 1.0647 0.5759 0.145
H 1.1222 -1.8401 0.1157 0.077
H 2.0408 -1.2278 1.4999 0.078
H 2.7676 -1.2062 -0.1138 0.076
H 1.6547 0.4621 -2.0384 0.108
H -0.6656 1.6580 -2.2770 0.104
```

HOMO (spin up / spin down) = -7.1 / -8.3 eV
LUMO (spin up / spin down) = 0.2 / 0.3 eV
Net charge = 0



No. 3
Here is C7H12Ag5BBr6F4O3 as an isolated structure in a non-equilibrium geometry from the OMol25 dataset. Energies are from the ωB97M-V functional and the def2-TZVPD basis.

The geometry in XYZ format:
```
38
Properties=species:S:1:pos:R:3:lowdin_charge:R:1
Ag 0.3980 -0.0033 6.4363 0.976
Ag -2.8248 3.7327 2.4130 0.778
Ag -3.5094 -5.3951 -0.0077 0.829
Ag -6.6409 -0.9021 2.4662 0.449
Ag -3.7110 -4.4396 6.9176 0.890
C -1.4534 -1.2223 1.9198 -1.102
O -0.7184 -0.2732 2.1702 0.063
O -2.1983 -1.1789 0.9549 0.085
O -1.6404 -2.1046 2.7755 0.022
B 0.5528 -2.7896 10.4139 -1.444
F 0.4591 -3.2156 9.1351 0.106
F 1.5104 -3.5266 11.0236 0.164
F 0.9065 -1.4021 10.2733 0.020
F -0.6317 -2.7848 11.0252 0.166
Br -3.1023 -2.0052 -5.4004 0.558
C -3.8706 -0.5434 -6.4686 -0.689
C -5.1670 0.0100 -5.7479 -0.629
Br -5.6285 1.6767 -6.7681 0.574
H -4.0744 -0.8879 -7.4824 0.057
H -3.1225 0.2476 -6.5209 0.038
H -5.0418 0.2818 -4.6998 0.041
H -5.9897 -0.6916 -5.8856 0.048
Br 4.1725 5.1890 -2.5025 0.571
C 2.2184 4.6718 -2.5070 -0.657
C 1.4008 5.9404 -2.7316 -0.642
Br -0.5562 5.4344 -2.6807 0.521
H 2.0186 4.3120 -1.4977 0.038
H 2.0522 3.8302 -3.1794 0.057
H 1.5792 6.3937 -3.7067 0.056
H 1.6516 6.6941 -1.9852 0.056
Br 4.2879 -3.4750 -2.3302 0.542
C 4.3361 -1.9868 -0.9980 -0.661
C 5.7540 -1.4594 -0.9862 -0.671
Br 6.9312 -2.9179 -0.3106 0.563
H 3.9610 -2.3958 -0.0599 0.051
H 3.7226 -1.1498 -1.3314 0.058
H 5.8551 -0.6760 -0.2351 0.050
H 6.1130 -0.9880 -1.9011 0.068
```

HOMO = -11.3 eV
LUMO = -8.8 eV
Net charge = +2



For each record above, in turn, the calculated energy relative to the best compared isomer or geometry (same formula, charge and spin) values are 52.8; 93.7; 299.8 kcal/mol.